ORCA calculation (ωB97M-V with the def2-TZVPD basis set) on a cluster of 5 separate species, C36H40N6O10 in total.

Last column: Mulliken charge in e.
Geometry (Å):
1 C -2.747 -0.844 0.395  -0.744
2 C -3.582 -0.836 -1.054  -0.380
3 O -3.198 0.417 -1.724  -0.109
4 C -4.243 0.910 -2.634  -0.016
5 C -3.934 0.313 -4.130  -0.060
6 N -3.820 -0.214 -5.330  -0.534
7 C -4.264 2.548 -2.533  0.196
8 C -4.154 2.962 -0.947  -0.070
9 N -3.734 3.183 0.277  -0.534
10 C -3.096 3.283 -3.477  -0.526
11 C -1.568 2.862 -3.059  -0.277
12 C -0.398 3.889 -3.574  -0.676
13 C -0.259 4.026 -5.202  0.322
14 C -0.248 2.602 -6.020  -0.535
15 O -1.565 1.952 -6.147  -0.268
16 C -2.402 2.643 -7.169  -0.667
17 H -1.659 -0.419 0.183  0.310
18 H -2.662 -1.924 0.846  0.179
19 H -3.235 -0.085 1.162  0.248
20 H -4.730 -0.964 -0.863  0.250
21 H -3.137 -1.720 -1.688  0.225
22 H -5.328 0.532 -2.332  0.590
23 H -5.332 2.894 -2.920  0.480
24 H -3.246 4.444 -3.350  0.334
25 H -3.389 3.025 -4.586  0.012
26 H -1.394 1.735 -3.366  0.182
27 H -1.520 2.873 -1.867  0.419
28 H 0.627 3.476 -3.124  0.270
29 H -0.499 4.988 -3.120  0.241
30 H 0.806 4.528 -5.401  -0.262
31 H -1.046 4.814 -5.610  0.150
32 H 0.093 2.867 -7.133  0.321
33 H 0.599 1.862 -5.618  0.214
34 H -1.993 2.470 -8.252  0.276
35 H -2.476 3.808 -6.973  0.249
36 H -3.505 2.222 -7.006  0.241
37 O -6.217 -1.147 2.545  -0.585
38 N -5.285 -1.956 2.664  0.951
39 O -4.124 -1.649 2.970  -0.578
40 C -5.575 -3.374 2.419  0.008
41 C -6.866 -3.762 2.034  -0.389
42 C -7.131 -5.109 1.779  -0.469
43 C -6.116 -6.058 1.913  -0.374
44 C -4.835 -5.671 2.308  -0.636
45 C -4.557 -4.326 2.562  0.002
46 H -7.667 -3.034 1.925  0.443
47 H -8.128 -5.419 1.473  0.370
48 H -6.326 -7.107 1.708  0.373
49 H -4.050 -6.417 2.413  0.388
50 H -3.552 -4.040 2.865  0.382
51 O 2.993 -3.509 5.133  -0.547
52 N 2.087 -3.430 4.291  0.972
53 O 2.182 -3.821 3.119  -0.593
54 C 0.815 -2.827 4.709  -0.081
55 C 0.675 -2.337 6.015  -0.235
56 C -0.528 -1.743 6.399  -0.529
57 C -1.582 -1.645 5.489  -0.654
58 C -1.444 -2.144 4.193  0.007
59 C -0.244 -2.737 3.796  -0.403
60 H 1.487 -2.406 6.736  0.430
61 H -0.644 -1.354 7.409  0.368
62 H -2.517 -1.176 5.792  0.432
63 H -2.271 -2.066 3.490  0.466
64 H -0.151 -3.118 2.781  0.474
65 O 10.294 -6.436 5.906  -0.588
66 N 9.388 -6.357 5.064  0.957
67 O 9.484 -6.748 3.892  -0.582
68 C 8.116 -5.755 5.482  -0.037
69 C 7.977 -5.265 6.788  -0.312
70 C 6.773 -4.671 7.172  -0.533
71 C 5.719 -4.572 6.263  -0.199
72 C 5.857 -5.071 4.966  -0.273
73 C 7.057 -5.664 4.569  -0.370
74 H 8.788 -5.334 7.509  0.423
75 H 6.657 -4.281 8.182  0.365
76 H 4.784 -4.104 6.565  0.368
77 H 5.030 -4.993 4.263  0.370
78 H 7.150 -6.045 3.554  0.422
79 O 2.170 5.678 -5.782  -0.675
80 N 2.406 5.987 -4.604  0.952
81 O 1.613 5.825 -3.665  -0.493
82 C 3.709 6.591 -4.303  0.080
83 C 4.621 6.827 -5.341  -0.249
84 C 5.850 7.424 -5.052  -0.468
85 C 6.165 7.776 -3.738  -0.401
86 C 5.259 7.530 -2.705  -0.484
87 C 4.026 6.936 -2.982  -0.229
88 H 4.391 6.559 -6.369  0.410
89 H 6.562 7.618 -5.851  0.362
90 H 7.122 8.246 -3.518  0.367
91 H 5.513 7.805 -1.684  0.362
92 H 3.329 6.754 -2.167  0.414

Computed properties:
F_max = 12.6 eV/A
Total energy = -2476.01418 Eh
Orbital gap = 8.13 eV
SMILES string = CCO[C@H](C#N)[C@@H](C#N)CCCCCOC.O=[N+]([O-])c1ccccc1.O=[N+]([O-])c1ccccc1.O=[N+]([O-])c1ccccc1.O=[N+]([O-])c1ccccc1
Lowest unoccupied orbital energy = -1.1466 eV